This record from the Open Molecules 2025 dataset describes a structure of composition C21H29GeN4O3PtS. The level of theory is the ωB97M-V functional and the def2-TZVPD basis.

Computed properties:
**Relative energy (zero: lowest compared OMol25 entry of this formula, charge and spin)**: 1.7 kcal/mol
**Gap between HOMO and LUMO**: 6.408 eV
**2S+1**: 1
**Charge**: -1

Atoms and positions in Å:
1 Pt 0.65 0.74 -0.56
2 Ge -2.08 1.86 -2.26
3 S 0.61 -1.24 -1.62
4 O -1.00 1.85 0.85
5 O 1.34 2.93 0.28
6 O -1.74 3.66 1.95
7 N 0.59 -3.50 -0.10
8 N 0.12 -4.11 -1.20
9 N 1.38 -0.45 1.01
10 N 1.28 -1.68 1.02
11 C 1.33 -0.08 3.43
12 C -0.80 -7.42 -2.46
13 C 0.46 3.74 1.10
14 C 1.95 0.10 2.20
15 C 0.03 -7.65 -0.23
16 C -2.82 3.50 -1.49
17 C 0.78 -2.23 -0.20
18 C -0.13 1.72 -2.17
19 C 3.12 0.83 2.08
20 C -2.99 0.32 -1.46
21 C 1.09 3.96 2.46
22 C 1.91 0.49 4.56
23 C -0.90 3.01 1.32
24 C 0.24 -6.29 -0.15
25 C 3.09 1.22 4.46
26 C 3.70 1.38 3.22
27 C -0.49 -8.23 -1.38
28 C -0.07 -5.47 -1.23
29 C -0.60 -6.05 -2.39
30 C -2.56 1.89 -4.18
31 C 0.24 5.05 0.36
32 H -2.23 0.97 -4.67
33 H -2.26 4.38 -1.84
34 H 1.15 5.64 0.36
35 H 0.20 1.24 -3.10
36 H 3.57 0.94 1.11
37 H 1.42 0.38 5.52
38 H -0.07 -3.55 -2.03
39 H -0.57 5.60 0.84
40 H 0.28 2.74 -2.18
41 H -4.08 0.44 -1.55
42 H 3.52 1.66 5.34
43 H -0.04 4.84 -0.67
44 H -2.74 0.26 -0.40
45 H -2.07 2.73 -4.68
46 H -2.69 -0.61 -1.94
47 H -3.86 3.62 -1.81
48 H -2.77 3.49 -0.40
49 H 0.41 -0.64 3.48
50 H -0.85 -5.42 -3.24
51 H 0.28 -8.27 0.62
52 H -1.21 -7.85 -3.37
53 H 4.62 1.94 3.14
54 H 0.41 4.54 3.08
55 H 1.27 3.00 2.97
56 H -3.64 1.99 -4.32
57 H 0.65 -5.84 0.75
58 H -0.65 -9.30 -1.43
59 H 2.04 4.50 2.37
60 H 2.13 2.74 0.80


This record from the Open Molecules 2025 dataset describes an isolated molecule of C21H29N3O4S2. The level of theory is the ωB97M-V functional and the def2-TZVPD basis.

Computed properties:
**Relative energy (zero: lowest compared OMol25 entry of this formula, charge and spin)**: 9.4 kcal/mol
**SMILES**: CCC(C)(C)NC(=O)CN(Cc1cccs1)C(=O)CNS(=O)(=O)c1ccc(C)cc1
**Gap between HOMO and LUMO**: 9.424 eV
**2S+1**: 1
**Charge**: 0

Atoms and positions in Å:
1 S -1.53 -3.09 -0.96
2 S -4.48 1.20 1.28
3 O -5.34 2.33 1.43
4 O 2.12 -0.93 1.59
5 O -1.02 1.64 0.93
6 O -5.01 -0.12 1.46
7 N 2.82 0.12 -0.30
8 N -3.26 1.37 2.41
9 N -0.53 -0.56 0.94
10 C -2.62 0.15 -2.14
11 C 4.91 0.85 -1.24
12 C -3.35 0.10 -0.96
13 C 4.43 1.10 1.24
14 C -2.20 1.37 -2.65
15 C 4.26 0.21 -0.01
16 C 0.48 -0.36 -0.08
17 C -3.28 2.50 -0.81
18 C -1.23 0.51 1.37
19 C -2.99 -3.05 1.14
20 C 1.90 -0.42 0.52
21 C -3.76 -3.70 0.14
22 C -3.66 1.27 -0.31
23 C 4.81 -1.20 0.20
24 C -1.77 -2.66 0.70
25 C -2.55 2.54 -1.99
26 C -3.10 -3.79 -1.04
27 C -1.41 1.43 -3.92
28 C -2.31 0.28 2.41
29 C 5.88 1.37 1.64
30 C -0.70 -1.91 1.45
31 H -2.90 -0.61 2.20
32 H -2.23 3.50 -2.39
33 H -2.80 2.27 2.31
34 H -3.44 -4.23 -1.97
35 H 4.36 -1.64 1.08
36 H -3.70 -0.84 -0.55
37 H 0.38 -1.13 -0.85
38 H 4.55 1.87 -1.38
39 H -3.35 -2.90 2.14
40 H -0.95 -1.88 2.51
41 H -1.86 0.20 3.40
42 H -4.75 -4.08 0.30
43 H 0.29 0.62 -0.52
44 H -3.55 3.39 -0.28
45 H 3.93 2.05 1.05
46 H 5.89 1.98 2.54
47 H 5.98 0.87 -1.13
48 H 0.26 -2.41 1.35
49 H 6.41 1.91 0.86
50 H -0.64 2.20 -3.86
51 H -0.94 0.47 -4.14
52 H 3.92 0.60 2.06
53 H 4.67 0.27 -2.13
54 H 5.89 -1.17 0.33
55 H -2.06 1.68 -4.76
56 H 6.41 0.45 1.86
57 H 2.50 0.56 -1.14
58 H 4.58 -1.82 -0.66
59 H -2.37 -0.76 -2.65


Calculated values (eV) of E_LUMO for the records, taken in order: 2.107; 0.270.
Calculated values (eV) of E_tot for the records, taken in order: -104949.8326; -56579.5370.